15
Properties=species:S:1:pos:R:3:forces:R:3:lowdin_charge:R:1 method="wB97M-V/def2-TZVPD" e_lumo_ev="0.878 / 0.506" total_energy_ha=-196.2940 homo_lumo_gap_ev="8.264 / 7.465" e_above_lowest_ev=5.835
C 0.75979 -0.51783 1.08233 0.1215 -0.0481 -0.0606 -0.308
C 1.19672 -0.02498 -0.27873 0.5070 -0.7943 -0.2786 -0.153
C 0.09314 -0.13147 -1.29304 -0.0055 0.1387 -0.0314 -0.268
C -0.82443 0.89437 -0.60413 0.5041 0.9572 -0.5657 -0.195
C -0.70176 -0.32767 1.15827 -0.4099 -0.5197 0.9217 -0.063
H 0.90918 -1.61369 1.14218 0.1270 0.1680 -0.1008 0.122
H 1.33255 -0.07368 1.90492 -0.1383 -0.0335 -0.1597 0.105
H 0.08979 1.24273 0.13819 -1.0141 0.1017 -0.1150 0.136
H 2.23104 -0.19925 -0.59770 -0.1704 0.0962 0.1239 0.088
H 0.41391 0.21428 -2.28300 -0.0203 -0.0963 0.1780 0.103
H -0.36236 -1.12599 -1.42273 0.0927 0.1522 0.0677 0.106
H -1.90402 0.74110 -0.49635 0.2161 -0.0483 0.2273 0.080
H -0.74951 1.83877 -1.17532 -0.0490 -0.1916 -0.0731 0.089
H -1.33574 -1.08996 0.70799 0.1485 0.1791 0.0502 0.079
H -1.14830 0.17325 2.01712 0.0906 -0.0613 -0.1840 0.078

43
Properties=species:S:1:pos:R:3:forces:R:3:mulliken_spin:R:1 method="wB97M-V/def2-TZVPD" e_lumo_ev="-6.810 / -11.612" total_energy_ha=-1221.5018 homo_lumo_gap_ev="8.733 / 3.584" multiplicity=5 total_charge=+2
H -0.01440 3.07864 0.80643 0.0762 -0.0623 -0.0477 0.004
N 0.26418 1.74638 -0.84302 0.0923 3.7372 0.2641 0.536
B 0.74114 0.82624 -3.22136 -0.9308 -1.5442 0.0760 -0.011
N 0.58895 1.94594 -2.17242 0.6568 2.6429 -0.6212 -0.011
C 0.75426 3.25810 -2.38463 0.0071 -3.1350 -1.2161 0.237
Pt 0.01644 -0.06458 -0.05009 -1.0674 -1.9569 0.5044 1.757
H 1.03073 3.59805 -3.36425 0.0414 0.2417 -0.1773 -0.006
C 0.53200 3.93268 -1.19055 -0.4418 0.7146 1.9454 0.287
H 0.55252 4.98982 -1.03502 0.0899 0.3910 0.0403 -0.004
C 0.24594 2.96076 -0.23192 -0.1469 -1.0395 -0.9194 -0.037
H 1.25080 1.21752 -4.22584 -0.0794 0.1278 0.1609 -0.001
C -2.19610 -2.93252 1.51386 0.0652 0.0701 -0.0449 0.009
H -2.52780 -3.22410 2.51230 0.1778 0.1852 -0.0556 0.001
H -1.15819 -3.22949 1.35894 -0.1401 -0.3931 -0.0014 -0.005
H -2.87807 -3.38916 0.79351 0.2746 0.1140 -0.0337 -0.001
N -0.66362 0.24481 -3.46499 0.1886 0.2036 0.3008 -0.011
N 1.58879 -0.28792 -2.57376 0.6644 -0.1747 0.4024 -0.032
N -1.44587 -0.27960 -2.44335 0.5422 0.3125 -0.8696 0.262
N 1.42807 -0.72658 -1.28137 0.4450 -0.3691 -0.6000 0.194
C -1.29785 0.17219 -4.65247 -0.6170 -0.3140 0.8662 -0.007
C 2.60757 -0.95309 -3.13440 -0.6235 0.2852 0.7249 0.077
H -0.80801 0.52555 -5.54667 -0.1077 -0.0386 -0.0025 0.000
H 2.88377 -0.74247 -4.14984 0.1429 -0.0487 -0.1579 -0.001
C -2.54914 -0.39314 -4.43002 0.8430 0.2999 0.7831 0.070
C 3.12522 -1.83522 -2.19709 0.0015 -0.2518 0.6163 0.035
C -2.58578 -0.65853 -3.03521 0.0927 0.3462 -0.3544 -0.014
C 2.37829 -1.67172 -1.03295 0.1062 0.2910 -1.3694 -0.010
H -3.31508 -0.56001 -5.15610 -0.2276 -0.2269 -0.1129 0.001
H 3.94123 -2.50531 -2.36013 0.2366 -0.2140 0.0627 0.001
H -3.41653 -1.09780 -2.50603 0.1840 -0.0059 0.2501 0.002
H 2.46967 -2.16546 -0.07745 -0.1269 0.0628 -0.0149 -0.007
H -2.18460 -1.84617 1.39839 -0.5050 -0.0797 0.0309 0.006
O -2.48626 2.17034 0.90367 1.1006 -1.1557 0.1944 0.180
C -2.06348 1.40194 1.74805 -1.7726 1.6225 0.8731 -0.092
C -2.54013 1.35602 3.20535 -0.2618 0.6753 -0.8092 -0.001
C -1.75029 0.27364 3.84214 0.6856 -0.9287 0.2259 -0.008
C -0.79808 -0.23641 2.75366 0.2592 -1.1795 2.3501 -0.120
O 0.05765 -1.10394 2.86924 -0.8636 1.3464 -0.8834 0.210
N -1.04852 0.45337 1.57090 0.5542 -0.3378 -1.9310 0.521
H -2.35565 2.31435 3.68423 -0.0133 0.2666 -0.2262 -0.002
H -3.61691 1.20233 3.24926 -0.0311 -0.0019 -0.2099 -0.004
H -1.17619 0.62503 4.69723 0.1660 -0.1757 0.0186 -0.003
H -2.39799 -0.52553 4.19806 0.2625 -0.3028 -0.0318 -0.002